Entry 1:
Below is a structure of composition C23H42N2O3P2Zn, with properties calculated with ωB97M-V with the def2-TZVPD basis set.

Values from the calculation:
* lowest unoccupied orbital energy: 0.11 eV
* 2S+1: 1
* net charge: 0

Each line ends with the Löwdin charge.
Atoms and positions in Å:
Zn (1.504, 0.305, 0.194)  0.654
P (0.183, -1.401, -3.423)  0.949
P (0.941, 1.562, -1.293)  0.765
O (3.490, 1.674, 1.465)  -0.073
O (2.662, 4.432, 4.849)  0.095
O (-0.497, 1.281, 3.457)  0.003
N (3.205, 2.593, 3.573)  0.181
N (1.366, 1.774, 2.336)  0.115
C (-2.719, -4.172, -3.300)  -0.201
C (-3.156, -1.592, -3.196)  -0.142
C (-0.949, -2.953, -1.051)  -0.206
C (1.303, -1.202, 1.424)  -0.269
C (1.567, -2.389, -4.205)  -0.257
C (-2.349, -2.306, -0.898)  -0.192
C (1.077, 2.584, 4.775)  -0.273
C (0.301, 0.730, 6.491)  -0.094
C (0.034, 3.650, 5.222)  -0.176
C (-1.258, -4.123, -3.334)  -0.157
C (-0.722, -1.619, -5.056)  -0.260
C (2.690, 1.977, 2.422)  -0.532
C (-0.492, -3.487, -2.413)  -0.285
C (1.421, 1.598, 5.941)  -0.163
C (-2.772, -1.306, -1.934)  -0.131
C (-1.359, 3.173, 5.601)  -0.103
C (2.367, 3.338, 4.396)  -0.393
C (0.624, 1.827, 3.470)  -0.403
C (1.632, 0.647, -2.746)  -0.427
C (1.946, 3.061, -1.318)  -0.229
C (-3.537, -2.937, -3.787)  -0.170
C (-0.787, 2.046, -1.603)  -0.219
C (0.641, 0.331, -3.835)  -0.419
H (-1.135, 2.606, -0.719)  0.066
H (1.299, 3.893, -1.017)  0.056
H (-2.051, 4.014, 5.465)  0.074
H (1.826, 2.215, 6.760)  0.125
H (2.212, 3.180, -2.380)  0.051
H (-1.405, 2.869, 6.654)  0.061
H (1.988, -0.296, -2.274)  0.029
H (-0.866, -2.676, -5.309)  0.041
H (-1.423, 1.157, -1.688)  0.020
H (-3.464, -2.917, -4.899)  0.107
H (-0.272, 1.278, 7.249)  0.063
H (-3.116, -4.402, -2.308)  0.103
H (-1.697, -1.136, -5.117)  0.018
H (-3.127, -0.750, -3.905)  0.090
H (2.248, 0.954, 5.603)  0.117
H (2.816, 2.990, -0.648)  0.045
H (2.521, 1.160, -3.132)  0.091
H (-0.298, 0.893, -3.785)  0.061
H (-2.315, -1.679, 0.005)  0.107
H (4.155, 2.944, 3.501)  0.157
H (-0.365, 0.396, 5.686)  0.074
H (-3.039, -3.132, -0.655)  0.110
H (1.223, -3.422, -4.382)  0.040
H (2.467, -2.427, -3.573)  0.046
H (-2.964, -5.019, -3.960)  0.114
H (0.594, -3.710, -2.369)  0.098
H (0.736, -0.150, 6.979)  0.075
H (1.378, -2.192, 0.949)  -0.043
H (0.473, 4.197, 6.073)  0.121
H (-0.201, -2.288, -0.563)  0.061
H (-2.986, -0.293, -1.540)  0.099
H (-1.658, 2.341, 4.949)  0.065
H (0.400, -1.146, 2.052)  -0.012
H (-0.896, 2.656, -2.514)  0.066
H (-0.727, -4.794, -4.000)  0.107
H (2.189, -1.024, 2.072)  -0.020
H (-0.120, -1.184, -5.865)  0.043
H (-0.050, 4.364, 4.386)  0.123
H (1.794, -1.928, -5.176)  0.042
H (-4.612, -3.184, -3.583)  0.123
H (1.061, 0.375, -4.841)  0.079
H (-0.952, -3.834, -0.408)  0.115



Entry 2:
Below is a cluster of 2 separate species, C4H12NO in total, with properties calculated with ωB97M-V with the def2-TZVPD basis set.

Values from the calculation:
* lowest unoccupied orbital energy (spin up / spin down): 6.62 / 7.12 eV
* 2S+1: 2
* <S²>: 0.75
* net charge: -2

Each line ends with the Mulliken spin population.
Atoms and positions in Å:
O (0.378, -0.213, -0.970)  -0.213
N (-2.541, -1.888, 0.617)  0.480
C (-0.273, -0.984, -0.056)  -0.169
C (1.585, 2.458, -0.028)  1.780
C (-1.775, -1.139, -0.380)  1.242
C (2.506, 1.388, 0.552)  0.401
H (0.158, -2.015, 0.015)  0.032
H (1.766, 3.454, 0.405)  -1.305
H (2.351, 1.270, 1.630)  -0.036
H (-0.219, -0.572, 0.991)  -0.038
H (-2.414, -1.472, 1.537)  -0.255
H (-3.542, -1.865, 0.422)  -0.694
H (-1.811, -1.664, -1.337)  -0.022
H (0.547, 2.207, 0.185)  -0.034
H (3.571, 1.609, 0.411)  -0.367
H (-2.146, -0.119, -0.536)  0.076
H (2.184, 0.464, 0.052)  0.048
H (1.685, 2.494, -1.112)  0.074



Entry 3:
Below is a structure of composition C23H31N4O6S3Sc, with properties calculated with ωB97M-V with the def2-TZVPD basis set.

Values from the calculation:
* lowest unoccupied orbital energy: -4.88 eV
* 2S+1: 1
* net charge: +2

Each line ends with the Löwdin charge.
Atoms and positions in Å:
Sc (0.033, 0.573, -0.178)  1.098
S (-3.494, 2.804, -2.485)  1.177
S (0.947, -1.320, -4.504)  1.166
S (-0.916, -1.683, 1.010)  0.603
O (1.153, 2.291, -0.683)  -0.050
O (-0.853, -1.878, 2.425)  -0.240
O (0.137, 1.377, 1.782)  -0.051
O (2.367, 0.562, 0.856)  -0.162
O (-1.678, -0.463, 0.583)  -0.349
O (0.433, -1.413, 0.364)  -0.370
N (0.401, -0.127, -2.343)  0.003
N (0.451, 0.726, 3.925)  -0.096
N (2.663, 3.942, -0.411)  -0.103
N (-1.571, 1.530, -1.464)  -0.006
C (2.160, 0.228, 2.222)  -0.071
C (-2.552, 2.344, -1.151)  -0.601
C (-3.223, -6.579, -1.603)  -0.030
C (1.212, -0.053, 4.905)  0.015
C (-2.141, -4.081, 1.040)  -0.024
C (2.227, 2.721, -0.198)  -0.360
C (-2.060, -4.350, -1.726)  -0.015
C (1.255, -0.981, -2.867)  -0.607
C (2.389, -1.609, -2.129)  -0.043
C (-0.379, -0.245, -4.508)  -0.293
C (-0.890, 1.150, 4.334)  0.025
C (1.898, 4.887, -1.228)  0.018
C (3.927, 4.431, 0.151)  0.005
C (-2.538, 1.846, -3.526)  -0.290
C (-0.534, 0.295, -3.275)  -0.307
C (-1.531, -3.219, -1.139)  -0.040
C (-1.573, -3.093, 0.247)  -0.285
C (-2.637, -5.362, -0.953)  -0.240
C (-2.668, -5.208, 0.430)  -0.006
C (3.077, 1.770, 0.629)  -0.061
C (-1.559, 1.234, -2.812)  -0.302
C (0.839, 0.837, 2.681)  -0.379
C (-2.820, 2.832, 0.232)  -0.041
H (0.980, -1.113, 4.798)  0.113
H (-2.066, 3.565, 0.523)  0.098
H (2.457, -1.215, -1.118)  0.061
H (0.935, 4.455, -1.476)  0.089
H (2.281, 0.115, 4.799)  0.096
H (-3.106, -5.985, 1.042)  0.128
H (0.924, 0.278, 5.899)  0.106
H (3.800, 4.725, 1.193)  0.111
H (-2.024, -4.463, -2.802)  0.122
H (3.375, 2.237, 1.570)  0.146
H (-2.794, 2.000, 0.937)  0.083
H (-4.280, -6.422, -1.827)  0.098
H (-2.162, -3.974, 2.115)  0.121
H (3.993, 1.543, 0.076)  0.158
H (-3.797, 3.306, 0.298)  0.089
H (2.250, -2.688, -2.062)  0.102
H (-2.740, 1.774, -4.582)  0.094
H (-3.150, -7.448, -0.953)  0.088
H (-1.334, 1.745, 3.545)  0.090
H (-0.808, 1.740, 5.244)  0.106
H (4.714, 3.686, 0.058)  0.099
H (2.453, 5.105, -2.139)  0.111
H (1.759, 5.807, -0.663)  0.109
H (2.104, -0.859, 2.293)  0.153
H (2.996, 0.565, 2.837)  0.142
H (-2.719, -6.806, -2.542)  0.086
H (-1.498, 0.265, 4.520)  0.112
H (4.232, 5.303, -0.420)  0.106
H (-1.085, -2.448, -1.757)  0.104
H (3.331, -1.422, -2.645)  0.096
H (-0.972, -0.085, -5.393)  0.095



Entry 4:
Below is a cluster of 11 separate species, C33H51O35PS in total, with properties calculated with ωB97M-V with the def2-TZVPD basis set.

Values from the calculation:
* lowest unoccupied orbital energy: 3.43 eV
* 2S+1: 1
* net charge: -2

Each line ends with the Löwdin charge.
Atoms and positions in Å:
S (-8.795, 33.313, 8.670)  0.223
P (-8.084, 38.541, 12.726)  0.509
O (-10.440, 27.341, 4.912)  0.119
O (-9.364, 28.562, 6.504)  0.075
O (-3.191, 31.961, 9.163)  0.054
O (-7.803, 38.748, 11.143)  -0.217
O (-5.287, 36.370, 6.648)  0.050
O (-9.385, 32.658, 3.409)  0.051
O (-5.997, 37.219, 8.486)  0.045
O (-1.028, 31.988, 9.741)  0.151
O (-13.286, 34.438, 10.967)  0.058
O (-12.363, 33.075, 5.550)  0.055
O (-9.875, 32.297, 8.730)  -0.378
O (-8.843, 34.156, 9.856)  -0.373
O (-13.133, 38.274, 7.736)  0.154
O (-9.404, 39.511, 12.920)  -0.205
O (-7.909, 32.593, 13.352)  -0.006
O (-8.131, 31.122, 4.455)  0.068
O (-10.993, 38.136, 7.071)  0.099
O (-14.617, 35.907, 12.066)  0.113
O (-14.272, 33.068, 6.657)  0.074
O (-11.541, 37.429, 9.033)  0.066
O (-9.172, 30.627, 2.467)  0.105
O (-8.982, 34.073, 7.409)  -0.382
O (-5.664, 26.431, 8.652)  0.126
O (-5.931, 28.369, 9.843)  0.073
O (-11.473, 29.054, 5.990)  0.047
O (-8.905, 31.873, 15.329)  0.133
O (-2.193, 33.918, 9.229)  0.051
O (-7.449, 32.680, 8.632)  -0.395
O (-7.007, 38.922, 13.683)  -0.246
O (-8.736, 37.046, 12.786)  -0.199
O (-14.132, 31.940, 4.727)  0.140
O (-12.346, 36.092, 12.041)  0.073
O (-4.753, 38.570, 7.153)  0.110
O (-9.778, 31.452, 13.274)  0.075
O (-5.760, 28.440, 7.610)  0.079
C (-7.918, 32.113, 11.991)  -0.110
C (-7.882, 35.920, 12.698)  -0.254
C (-11.484, 40.122, 11.718)  -0.049
C (-5.238, 37.468, 7.416)  -0.539
C (-11.038, 30.155, 6.758)  -0.111
C (-9.651, 29.702, 7.290)  -0.122
C (-6.753, 36.037, 8.304)  -0.123
C (-7.291, 40.033, 10.698)  -0.241
C (-7.420, 40.202, 9.192)  -0.050
C (-4.236, 32.906, 8.925)  -0.120
C (-11.258, 35.282, 11.594)  -0.114
C (-6.270, 29.680, 9.432)  -0.151
C (-6.442, 35.653, 6.873)  -0.134
C (-7.841, 32.362, 5.068)  -0.121
C (-10.425, 28.204, 5.771)  -0.536
C (-5.692, 29.806, 8.045)  -0.109
C (-13.538, 34.133, 7.218)  -0.095
C (-7.199, 35.553, 14.053)  -0.050
C (-11.894, 34.305, 10.629)  -0.106
C (-13.601, 32.592, 5.594)  -0.578
C (-8.871, 31.949, 14.128)  -0.530
C (-13.511, 35.572, 11.669)  -0.549
C (-12.085, 33.773, 6.759)  -0.121
C (-9.054, 33.263, 4.671)  -0.089
C (-8.861, 31.407, 3.371)  -0.541
C (-5.795, 27.637, 8.693)  -0.531
C (-3.548, 34.280, 8.974)  -0.107
C (-11.997, 37.946, 7.898)  -0.611
C (-9.880, 37.445, 7.557)  -0.126
C (-10.136, 37.417, 9.062)  -0.115
C (-2.025, 32.570, 9.425)  -0.545
C (-9.362, 31.716, 11.919)  -0.117
C (-10.697, 39.027, 12.478)  -0.253
H (-7.147, 36.092, 11.910)  0.115
H (-3.653, 34.781, 8.012)  0.121
H (-6.370, 30.490, 7.534)  0.112
H (-6.856, 32.741, 4.790)  0.129
H (-7.609, 32.863, 11.265)  0.103
H (-8.941, 37.945, 7.316)  0.127
H (-6.928, 39.433, 8.597)  0.055
H (-6.447, 35.309, 9.055)  0.119
H (-7.818, 36.207, 8.457)  0.090
H (-11.475, 34.660, 6.587)  0.115
H (-7.324, 29.957, 9.390)  0.116
H (-11.205, 38.659, 13.369)  0.125
H (-11.587, 33.261, 10.596)  0.118
H (-7.798, 40.814, 11.265)  0.114
H (-11.700, 34.647, 9.611)  0.106
H (-10.932, 40.548, 10.882)  0.072
H (-6.459, 34.793, 13.797)  0.069
H (-5.051, 32.893, 9.646)  0.117
H (-9.707, 38.238, 9.635)  0.109
H (-11.760, 40.908, 12.422)  0.068
H (-6.246, 34.586, 6.976)  0.120
H (-9.898, 32.549, 11.466)  0.086
H (-3.955, 34.902, 9.771)  0.130
H (-4.716, 30.287, 7.990)  0.115
H (-9.058, 30.600, 7.123)  0.093
H (-7.295, 31.220, 12.053)  0.127
H (-9.945, 33.162, 5.288)  0.093
H (-8.480, 40.120, 8.944)  0.065
H (-10.951, 30.959, 6.029)  0.121
H (-8.702, 34.293, 4.632)  0.121
H (-9.414, 30.848, 11.263)  0.132
H (-11.775, 30.263, 7.553)  0.137
H (-10.471, 35.909, 11.180)  0.086
H (-9.782, 36.429, 9.357)  0.102
H (-9.682, 29.477, 8.355)  0.124
H (-10.795, 34.719, 12.406)  0.131
H (-6.610, 36.329, 14.540)  0.064
H (-11.514, 33.260, 7.535)  0.090
H (-9.771, 36.441, 7.143)  0.112
H (-7.190, 35.989, 6.156)  0.137
H (-13.713, 35.121, 6.791)  0.129
H (-5.838, 30.457, 10.063)  0.118
H (-8.467, 35.085, 12.313)  0.086
H (-10.540, 38.211, 11.773)  0.072
H (-7.928, 35.109, 14.730)  0.075
H (-12.428, 39.629, 11.483)  0.081
H (-7.078, 41.200, 8.917)  0.084
H (-6.239, 39.990, 10.984)  0.119
H (-4.577, 32.822, 7.893)  0.124
H (-13.560, 34.170, 8.306)  0.116
H (-7.787, 32.238, 6.149)  0.086



The largest force on an atom results, record by record, are as follows: 5.60 0.71 0.43 4.08 eV/Å.
The ΔE to the lowest compared entry with this formula, charge and spin results, record by record, are as follows: 0.0 7.0 0.0 59.9 kcal per mole.